[1]
{"formula": "C5H7N3", "method": "ωB97M-V with the def2-TZVPD basis set", "species": ["C", "C", "C", "C", "C", "N", "N", "N", "H", "H", "H", "H", "H", "H", "H"], "positions_angstrom": [[2.68896, 0.44264, -0.18601], [-0.46589, 0.71013, 0.98872], [0.48480, -0.11979, 1.37039], [-0.68032, 0.34068, -0.49496], [2.36051, -0.95878, 0.24186], [2.88758, 1.57154, -0.39078], [0.05484, -0.95723, -0.62607], [0.79931, -1.17677, 0.54382], [-0.76008, 1.62407, 1.42669], [0.77449, -0.27765, 2.37685], [-1.77065, 0.17433, -0.78190], [-0.17305, 0.94584, -1.17895], [2.70425, -1.74827, -0.41517], [2.65886, -0.99593, 1.27853], [-0.59760, -1.83798, -0.74551]], "lowdin_charge": [-0.206, -0.020, -0.216, -0.166, -0.087, 0.145, -0.072, -0.142, 0.089, 0.113, 0.127, 0.071, 0.109, 0.098, 0.158], "charge": 0, "mol_weight_g_mol": 109.13, "homo_ev": -8.539, "de_lowest_ev": 3.900, "e_tot_ha": -358.8751}

=====

[2]
{"formula": "C5H7N3", "method": "ωB97M-V with the def2-TZVPD basis set", "species": ["C", "C", "C", "C", "C", "H", "H", "H", "H", "H", "H", "H", "N", "N", "N"], "positions_angstrom": [[-0.92951, -0.59197, 0.00115], [0.08247, -1.73026, -0.17304], [1.37515, -1.12128, -0.86712], [0.83772, 1.27091, 0.19542], [-0.34564, 2.02181, 0.84195], [-2.48805, -1.49813, -0.78343], [0.22498, -2.21902, 0.77738], [-0.35986, -2.67833, -0.58822], [0.75814, 0.91036, -0.83903], [2.15506, 1.05060, 0.35256], [-0.24072, 2.70688, 1.74399], [-0.99604, 2.58535, 0.04449], [-2.20482, -0.51164, -0.34029], [2.43951, -0.63526, -1.09411], [-0.30836, 0.43999, 0.72830]], "lowdin_charge": [-0.461, -0.078, -0.155, -0.187, -0.047, 0.089, 0.107, 0.121, 0.050, 0.174, 0.109, 0.120, 0.102, 0.122, -0.066], "charge": 0, "mol_weight_g_mol": 109.13, "homo_ev": -9.122, "de_lowest_ev": 6.249, "e_tot_ha": -358.7887}